Here is an isolated ion of composition C3H7N2O and charge +1 in a non-equilibrium geometry from the OMol25 dataset. Energies are from ωB97M-V with the def2-TZVPD basis set.

Each line ends with the Löwdin charge.
Element x y z (Å)
1 C -1.4579 -0.4930 0.2928  -0.026
2 C -0.2317 -0.3019 -0.3145  -0.256
3 C 1.0416 -0.4771 0.5914  -0.199
4 N -2.5392 0.1709 0.0339  0.230
5 N 2.2251 0.4557 0.1161  0.139
6 O 0.6695 -1.3687 -0.3004  -0.001
7 H -1.5329 -1.0770 1.1032  0.128
8 H 0.0288 0.3985 -1.2575  0.192
9 H -2.6773 0.6103 -0.8671  0.155
10 H -3.2884 0.0376 0.6951  0.150
11 H 3.0913 -0.1120 -0.1779  0.187
12 H 2.5981 1.0889 0.8268  0.143
13 H 2.0728 1.0678 -0.7418  0.157

Forces on the atoms, in the same order (eV/Å):
C -0.43 2.65 -1.92
C 1.70 2.53 -3.85
C 0.12 0.50 3.97
N -0.09 -0.46 -0.26
N 2.10 0.45 -3.33
O 0.93 -2.00 -1.59
H 0.21 -2.37 2.93
H -1.65 -1.46 2.19
H -0.16 0.41 0.31
H -0.51 0.25 -0.43
H -1.65 0.49 0.63
H -0.65 -0.31 0.39
H 0.08 -0.69 0.98

For the energy above the lowest of the compared OMol25 structures with the same formula, charge and spin, the calculation gives 5.1297 eV. Its multiplicity is 1. For the highest occupied orbital energy, the calculation gives -12.07 eV. As for the net charge: +1. As for the LUMO energy: -4.509 eV.

Here is an isolated ion of composition C3H7N2O and charge +1 in a non-equilibrium geometry from the OMol25 dataset. Energies are from ωB97M-V with the def2-TZVPD basis set.

Each line ends with the Löwdin charge.
Element x y z (Å)
1 C 1.4425 0.4476 0.3663  0.002
2 C 0.2173 0.3129 -0.2975  -0.460
3 C -1.0135 0.2303 0.6790  -0.084
4 N 2.5060 -0.2555 0.0323  0.190
5 N -2.2471 -0.3543 0.0923  0.099
6 O -0.5951 1.3525 -0.3368  -0.057
7 H 1.3222 1.2492 1.1834  0.205
8 H 0.0960 -0.2472 -1.2368  0.157
9 H 3.4884 -0.2413 0.5392  0.208
10 H 2.5606 -0.9666 -0.7320  0.164
11 H -3.0702 -0.1491 0.7494  0.187
12 H -2.1974 -1.4126 -0.1434  0.193
13 H -2.5097 0.0339 -0.8954  0.196

Forces on the atoms, in the same order (eV/Å):
C 1.78 0.09 0.80
C -1.59 -3.49 -2.34
C 1.59 2.47 0.02
N 2.34 -0.02 1.42
N -1.79 -1.57 -2.93
O -2.64 1.83 2.03
H 1.18 -1.41 -0.99
H 1.01 -0.49 0.28
H -2.98 0.46 -0.94
H -0.84 1.07 0.72
H 1.58 -0.54 -1.13
H -0.14 1.82 1.14
H 0.49 -0.21 1.95

For the energy above the lowest of the compared OMol25 structures with the same formula, charge and spin, the calculation gives 5.5199 eV. Its multiplicity is 1. For the highest occupied orbital energy, the calculation gives -12.46 eV. As for the net charge: +1. As for the LUMO energy: -4.634 eV.

Here is an isolated ion of composition C3H7N2O and charge +1 in a non-equilibrium geometry from the OMol25 dataset. Energies are from ωB97M-V with the def2-TZVPD basis set.

Each line ends with the Löwdin charge.
Element x y z (Å)
1 C 1.1951 -1.2225 -0.9967  0.281
2 C -0.7630 0.0264 0.1727  -0.473
3 C -0.5811 1.4720 0.6219  0.004
4 N 1.2226 -1.2100 0.2543  0.054
5 N -0.7591 -0.3034 -1.1561  0.251
6 O 0.0787 -0.8784 0.8927  -0.005
7 H 1.8482 -1.7234 -1.6478  0.113
8 H -1.7345 -0.3906 0.5582  0.194
9 H -1.3430 2.0522 0.2293  0.064
10 H 0.3258 1.9903 0.2872  0.099
11 H -0.6309 1.5052 1.7298  0.112
12 H 1.9070 -1.8199 0.7578  0.234
13 H -0.7658 0.5022 -1.7034  0.072

Forces on the atoms, in the same order (eV/Å):
C -3.59 2.72 0.24
C -0.83 0.76 2.46
C 1.63 -0.99 1.14
N 0.20 -1.48 -1.62
N 2.88 -4.40 -0.77
O 0.35 -0.29 2.36
H 0.93 -0.19 -1.04
H 0.36 0.63 -0.12
H -1.89 1.04 -0.66
H 0.20 -0.60 0.06
H 0.01 0.06 -0.69
H -0.85 0.90 0.34
H 0.61 1.84 -1.71

For the energy above the lowest of the compared OMol25 structures with the same formula, charge and spin, the calculation gives 7.0843 eV. Its multiplicity is 1. For the highest occupied orbital energy (spin up / spin down), the calculation gives -14.97 / -14.96 eV. As for the net charge: +1. As for the LUMO energy (spin up / spin down): -6.204 / -6.203 eV.

Here is an isolated ion of composition C3H7N2O and charge +1 in a non-equilibrium geometry from the OMol25 dataset. Energies are from ωB97M-V with the def2-TZVPD basis set.

Each line ends with the Löwdin charge.
Element x y z (Å)
1 C -0.2351 -1.0937 0.0488  -0.056
2 N 0.7228 -0.0864 0.0050  -0.067
3 C 0.4061 1.1607 0.1993  -0.120
4 N -0.8357 1.6286 -0.0001  0.188
5 C 2.3570 -0.3118 -0.1597  -0.083
6 O 2.9979 0.6173 0.0482  0.172
7 H 0.3352 -2.0111 -0.0764  0.106
8 H -0.8034 -1.0194 0.9409  0.107
9 H -0.9282 -1.2547 -0.7546  0.102
10 H 1.2512 1.9203 0.4231  0.196
11 H -1.0814 2.5237 0.4635  0.154
12 H -1.6093 1.1559 -0.4570  0.136
13 H 2.6052 -1.3106 -0.5616  0.166

Forces on the atoms, in the same order (eV/Å):
C -0.01 -2.65 -0.86
N 3.12 1.82 -0.48
C 0.05 1.73 -0.75
N 0.59 1.11 1.42
C -3.24 -0.82 -0.33
O 1.50 1.09 0.33
H -0.14 -0.49 0.87
H -0.35 -0.35 1.06
H -0.41 0.96 -0.94
H -1.60 -1.41 -0.19
H 0.33 -0.82 -0.85
H 0.41 -0.36 0.33
H -0.26 0.18 0.38

For the energy above the lowest of the compared OMol25 structures with the same formula, charge and spin, the calculation gives 1.6149 eV. Its multiplicity is 1. For the highest occupied orbital energy, the calculation gives -15.38 eV. As for the net charge: +1. As for the SMILES: CN(C=[NH2+])C=O. As for the LUMO energy: -4.466 eV.